Entry from OMol25: 13 unconnected molecules or ions with the total composition H24NO15 in a non-equilibrium geometry (wB97M-V/def2-TZVPD).

Summary:
- relative energy (zero: lowest compared OMol25 entry of this formula, charge and spin) (kJ/mol) = 48.6
- expectation value of S² = 0.756
- multiplicity = 2
- HOMO-LUMO gap (spin up / spin down) (Ha) = 0.3678 / 0.1263
- electronic energy (Eh) = -1197.46189
- total charge = 0
- largest force on an atom (eV/Å) = 2.6

XYZ file:
```
40
Properties=species:S:1:pos:R:3:mulliken_charge:R:1
N -0.399 0.244 -0.092 0.591
O 0.449 -0.494 -0.571 -0.432
O -1.310 -0.157 0.625 -0.387
O -0.263 1.427 -0.263 -0.581
O 1.848 -0.065 2.145 -0.698
H 2.027 -0.041 1.205 0.274
H 2.244 -0.884 2.444 0.316
O -3.435 0.902 1.973 -0.581
H -2.629 0.491 1.659 0.471
H -3.527 1.690 1.438 0.349
O -3.482 -1.969 0.820 -0.511
H -4.275 -1.468 1.012 0.331
H -2.935 -1.370 0.313 0.352
O -1.390 -2.500 -1.362 -0.718
H -0.926 -1.845 -0.841 0.264
H -0.733 -2.828 -1.975 0.467
O -0.560 -2.859 2.564 -0.642
H -0.788 -2.080 2.057 0.295
H 0.192 -3.232 2.106 0.318
O 0.690 -2.877 -2.843 -0.714
H 1.124 -2.471 -2.093 0.332
H 1.277 -3.586 -3.105 0.292
O 1.751 1.298 -2.365 -0.673
H 1.601 0.656 -3.059 0.324
H 1.011 1.184 -1.769 0.234
O 3.561 0.902 0.098 -0.628
H 2.818 0.893 -0.505 0.330
H 4.301 1.189 -0.437 0.282
O -2.322 3.439 -1.978 -0.632
H -2.162 3.183 -2.886 0.317
H -1.582 3.076 -1.492 0.303
O -0.081 3.969 0.889 -0.593
H 0.799 4.264 0.655 0.316
H -0.253 3.235 0.300 0.381
O 2.378 -2.385 -0.845 -0.698
H 1.778 -1.650 -0.713 0.547
H 3.179 -1.983 -1.182 0.331
O 0.028 1.624 3.077 -0.367
H -0.552 2.057 2.451 0.334
H 0.548 1.020 2.546 0.505
```



Entry from OMol25: 12 unconnected molecules or ions with the total composition H24O12 in a non-equilibrium geometry (wB97M-V/def2-TZVPD).

Summary:
- relative energy (zero: lowest compared OMol25 entry of this formula, charge and spin) (kJ/mol) = 440.0
- expectation value of S² = 0.751
- multiplicity = 2
- HOMO-LUMO gap (spin up / spin down) (Ha) = 0.0910 / 0.3947
- electronic energy (Eh) = -917.12604
- total charge = -1
- largest force on an atom (eV/Å) = 12.5

XYZ file:
```
36
Properties=species:S:1:pos:R:3:mulliken_charge:R:1
O -0.668 -0.800 1.846 -1.068
H -0.867 -0.141 2.522 0.464
H -0.871 -1.607 2.142 0.342
O -1.530 -2.299 -0.985 -0.684
H -0.864 -2.526 -1.676 0.198
H -1.692 -1.271 -0.905 0.290
O -2.900 -3.489 1.041 -0.600
H -2.754 -2.717 0.519 0.393
H -2.904 -4.059 0.454 0.195
O -3.958 1.092 -1.764 -0.728
H -3.222 0.574 -2.190 0.295
H -3.762 1.840 -2.361 0.378
O -0.672 1.211 3.740 -0.539
H 0.101 0.714 4.070 0.277
H -0.994 1.751 4.530 0.312
O 1.315 -3.316 -0.519 -0.689
H 1.047 -2.522 -1.006 0.355
H 0.406 -3.559 -0.261 0.334
O 3.821 -0.482 -1.814 -0.835
H 3.807 -1.331 -1.172 0.372
H 3.613 0.192 -1.279 0.336
O 2.248 1.017 3.353 -0.551
H 2.071 0.435 2.619 0.275
H 1.737 1.858 3.437 0.297
O -1.951 3.780 0.860 -0.766
H -2.564 2.912 0.757 0.307
H -1.854 3.791 1.725 0.369
O 0.473 -1.177 -2.934 -0.631
H 0.361 -1.351 -3.901 0.240
H 1.177 -0.331 -2.762 0.241
O 2.143 2.030 -0.326 -1.129
H 1.528 2.771 -0.321 0.313
H 2.998 2.340 -0.051 0.541
O 1.509 1.662 -2.845 -0.710
H 2.193 0.960 -2.645 0.341
H 1.479 2.049 -1.898 0.465
```



Entry from OMol25: 12 unconnected molecules or ions with the total composition H24O12 in a non-equilibrium geometry (wB97M-V/def2-TZVPD).

Summary:
- relative energy (zero: lowest compared OMol25 entry of this formula, charge and spin) (kJ/mol) = 64.1
- expectation value of S² = 0.750
- multiplicity = 2
- HOMO-LUMO gap (spin up / spin down) (Ha) = 0.1007 / 0.3526
- electronic energy (Eh) = -917.26923
- total charge = -1
- largest force on an atom (eV/Å) = 1.8

XYZ file:
```
36
Properties=species:S:1:pos:R:3:mulliken_charge:R:1
O -0.441 2.891 -1.624 -0.616
H 0.108 2.135 -1.415 0.336
H 0.162 3.634 -1.618 0.295
O 0.230 -1.271 2.444 -0.894
H -0.704 -1.479 2.431 0.258
H 0.658 -2.103 2.647 0.341
O -0.675 -1.551 -1.288 -0.403
H -0.003 -1.823 -0.663 0.115
H -1.014 -2.370 -1.648 0.168
O 3.422 -0.826 0.901 -0.001
H 3.719 -0.059 0.411 0.231
H 4.177 -1.414 0.909 -0.039
O -3.415 -1.070 0.786 -0.680
H -3.815 -1.742 0.234 0.309
H -2.847 -0.579 0.193 0.430
O 0.890 2.822 1.652 -0.785
H 1.212 2.197 2.302 0.430
H 0.438 2.283 1.004 0.440
O -2.428 2.429 0.417 -0.708
H -1.564 2.616 0.049 0.274
H -2.704 1.622 -0.017 0.407
O 0.051 0.472 0.311 -0.568
H 0.549 -0.093 0.902 0.117
H -0.285 -0.122 -0.361 0.352
O 1.651 -2.325 -0.319 -0.874
H 2.113 -2.152 -1.139 0.230
H 2.206 -1.936 0.356 0.239
O 2.032 0.761 3.064 -0.862
H 1.204 0.286 2.993 0.462
H 2.609 0.335 2.429 0.137
O -0.203 -1.185 -3.991 -0.741
H -0.277 -1.044 -3.047 0.394
H 0.142 -0.359 -4.331 0.360
O -2.537 0.459 -1.312 -0.633
H -2.593 0.912 -2.153 0.267
H -2.068 -0.353 -1.507 0.212
```



Entry from OMol25: 12 unconnected molecules or ions with the total composition H24O12 in a non-equilibrium geometry (wB97M-V/def2-TZVPD).

Summary:
- relative energy (zero: lowest compared OMol25 entry of this formula, charge and spin) (kJ/mol) = 250.7
- SMILES string = O.O.O.O.O.O.O.O.O.O.O.O
- HOMO-LUMO gap (Ha) = 0.3397
- electronic energy (Eh) = -917.22987
- total charge = 0
- largest force on an atom (eV/Å) = 3.5

XYZ file:
```
36
Properties=species:S:1:pos:R:3:mulliken_charge:R:1
O 4.623 17.498 -3.683 -0.570
H 5.044 18.370 -3.540 0.221
H 4.972 17.342 -4.586 0.277
O 2.547 18.432 -5.849 -0.572
H 2.394 17.672 -6.400 0.268
H 3.310 18.783 -6.281 0.290
O -0.506 17.147 -4.704 -0.679
H 0.113 16.452 -4.611 0.332
H -1.099 16.936 -5.404 0.284
O 3.338 20.302 -3.806 -0.664
H 3.055 19.408 -4.124 0.370
H 3.712 20.166 -2.910 0.311
O 4.002 14.677 -6.043 -0.591
H 3.228 14.847 -6.636 0.285
H 4.551 15.476 -6.073 0.278
O 2.549 12.355 -5.087 -0.592
H 2.539 12.875 -4.314 0.257
H 2.892 11.537 -4.727 0.309
O 5.611 12.991 -4.698 -0.661
H 6.105 12.658 -5.429 0.297
H 4.784 13.190 -5.044 0.337
O 2.424 15.941 -4.149 -0.418
H 2.526 16.883 -4.038 0.142
H 3.153 15.608 -4.669 0.209
O 0.671 18.225 -2.548 -0.660
H 0.087 17.751 -3.127 0.413
H 1.435 17.610 -2.337 0.331
O 6.314 15.391 -3.177 -0.671
H 5.577 15.997 -3.239 0.380
H 6.135 14.659 -3.753 0.379
O 2.976 16.872 -1.551 -0.674
H 3.665 17.272 -1.011 0.299
H 3.476 16.756 -2.353 0.407
O 0.509 14.120 -4.075 -0.597
H 1.314 14.598 -3.993 0.326
H 0.204 14.105 -3.220 0.346
```



Entry from OMol25: 12 unconnected molecules or ions with the total composition H24O12 in a non-equilibrium geometry (wB97M-V/def2-TZVPD).

Summary:
- relative energy (zero: lowest compared OMol25 entry of this formula, charge and spin) (kJ/mol) = 312.1
- SMILES string = O.O.O.O.O.O.O.O.O.O.O.O
- HOMO-LUMO gap (Ha) = 0.3817
- electronic energy (Eh) = -917.20649
- total charge = 0
- largest force on an atom (eV/Å) = 1.7

XYZ file:
```
36
Properties=species:S:1:pos:R:3:mulliken_charge:R:1
H 0.993 0.601 -0.209 0.246
H 0.213 -0.671 0.078 0.189
H -2.079 2.670 0.405 0.303
H -1.911 4.072 -0.158 0.290
H -1.530 -3.768 1.465 0.300
H -0.963 -3.868 0.058 0.322
H -0.734 0.227 -1.811 0.418
H -1.197 0.956 -3.061 0.282
H 2.949 -0.194 1.605 0.325
H 4.091 0.344 0.758 0.314
H 0.897 -1.800 -2.675 0.277
H 0.123 -2.957 -2.064 0.262
H 0.893 4.880 -0.100 0.316
H -0.435 5.610 -0.221 0.305
H 0.620 2.762 1.180 0.224
H 1.923 2.188 1.711 0.333
H 4.581 -2.029 -2.305 0.317
H 3.625 -1.108 -1.564 0.279
H -2.067 -1.921 -1.554 0.286
H -3.017 -1.307 -2.569 0.290
H -3.856 -1.717 0.086 0.312
H -3.194 -1.759 1.453 0.244
H 1.312 -1.022 3.009 0.242
H 0.296 -0.215 2.217 0.281
O 0.198 0.122 -0.469 -0.560
O -2.279 3.594 0.594 -0.600
O -1.103 -4.385 0.860 -0.626
O -1.530 0.516 -2.270 -0.591
O 3.694 0.417 1.633 -0.611
O 0.568 -2.134 -1.833 -0.500
O 0.075 5.055 0.379 -0.608
O 0.986 2.268 1.922 -0.556
O 4.012 -1.990 -1.528 -0.601
O -3.000 -1.725 -1.701 -0.625
O -3.053 -1.456 0.550 -0.534
O 1.241 -0.280 2.398 -0.546
```



Entry from OMol25: 12 unconnected molecules or ions with the total composition H24O12 in a non-equilibrium geometry (wB97M-V/def2-TZVPD).

Summary:
- relative energy (zero: lowest compared OMol25 entry of this formula, charge and spin) (kJ/mol) = 211.5
- SMILES string = O.O.O.O.O.O.O.O.O.O.O.O
- HOMO-LUMO gap (Ha) = 0.3506
- electronic energy (Eh) = -917.24478
- total charge = 0
- largest force on an atom (eV/Å) = 3.0

XYZ file:
```
36
Properties=species:S:1:pos:R:3:mulliken_charge:R:1
O 2.480 19.510 -1.528 -0.610
H 2.123 19.920 -0.744 0.278
H 3.349 19.926 -1.651 0.263
O 1.200 15.136 -3.134 -0.610
H 1.104 16.094 -2.952 0.398
H 0.394 14.642 -3.211 0.209
O 6.149 14.474 -2.679 -0.601
H 6.297 13.774 -1.996 0.270
H 6.211 14.016 -3.486 0.301
O 3.852 16.750 -2.701 -0.171
H 4.068 17.459 -2.071 0.139
H 4.681 16.510 -3.107 0.140
O 2.354 18.106 -4.858 -0.575
H 2.822 18.928 -4.849 0.261
H 2.877 17.564 -4.313 0.248
O 5.522 16.901 -5.047 -0.515
H 5.608 16.585 -5.950 0.268
H 6.275 17.424 -4.893 0.243
O 5.103 17.733 -0.468 -0.609
H 5.173 16.833 -0.154 0.315
H 5.776 17.964 -1.106 0.224
O 3.453 13.836 -3.417 -0.699
H 2.956 14.664 -3.216 0.304
H 4.277 14.094 -3.023 0.473
O 2.751 15.286 -6.047 -0.638
H 1.957 15.770 -6.019 0.309
H 3.174 15.487 -5.235 0.333
O 7.581 17.106 -2.207 -0.541
H 8.405 17.519 -2.181 0.264
H 7.629 16.352 -2.749 0.265
O 2.694 17.852 1.050 -0.634
H 3.379 17.370 1.587 0.304
H 3.068 17.727 0.213 0.387
O 0.816 17.495 -2.158 -0.734
H 1.591 18.042 -2.278 0.374
H 0.265 17.699 -2.922 0.367
```